This record from the Open Molecules 2025 dataset describes C41H32Cl3N4O4Ti as an isolated structure. The level of theory is wB97M-V/def2-TZVPD.

XYZ file:
```
85
Properties=species:S:1:pos:R:3:forces:R:3
Ti 0.54477 -0.77499 -0.20334 -0.15 -0.02 0.19
O -0.24326 -1.55170 1.20922 -0.22 -0.13 0.32
C -0.76266 -1.43628 2.50766 0.02 0.08 0.08
C 0.06507 -0.40612 3.30223 0.05 -0.07 -0.07
C -0.13036 1.01572 2.86588 0.01 0.05 0.06
C -0.25766 2.01582 3.82498 0.02 0.01 -0.01
C -0.43376 3.32283 3.41286 0.00 -0.03 -0.02
C -0.50742 3.58835 2.05725 0.02 -0.04 0.04
C -0.38508 2.53731 1.15339 -0.02 0.08 0.02
C -0.57302 2.82489 -0.31709 0.02 -0.01 0.02
C 0.35373 2.08497 -1.29163 -0.15 0.05 0.06
O 0.11792 0.71901 -1.14488 0.25 0.05 -0.25
C -0.03379 2.49362 -2.71709 0.02 0.01 0.01
C -0.60352 1.57076 -3.58382 0.01 -0.02 0.02
C -0.95513 1.94738 -4.87418 -0.02 -0.01 -0.03
C -0.74777 3.24798 -5.30634 -0.01 0.00 -0.02
C -0.17690 4.17450 -4.44262 0.01 0.00 0.02
C 0.18154 3.79663 -3.15850 0.01 -0.01 -0.01
C 1.83675 2.37472 -1.07687 0.05 -0.02 -0.06
C 2.75503 1.56715 -1.74721 0.03 0.03 -0.01
C 4.11473 1.75567 -1.57661 -0.03 -0.02 -0.01
C 4.57993 2.76462 -0.74118 0.01 0.01 0.03
C 3.67368 3.58212 -0.08710 0.05 0.03 0.02
C 2.30690 3.38774 -0.25413 -0.04 0.03 -0.01
N -0.17399 1.28241 1.55595 -0.13 -0.04 -0.02
C -2.21807 -0.96476 2.47023 0.00 -0.08 -0.03
C -2.91495 -0.81519 3.66836 0.03 -0.01 0.00
C -4.21828 -0.34851 3.67900 0.00 0.00 -0.01
C -4.85241 -0.02733 2.48464 -0.01 0.00 0.01
C -4.17117 -0.18706 1.28931 0.00 -0.01 -0.02
C -2.86174 -0.65571 1.28161 -0.02 0.04 0.00
C -0.65949 -2.82588 3.14715 0.02 0.02 0.01
C 0.43687 -3.18864 3.92323 0.01 0.00 0.00
C 0.54000 -4.47885 4.42783 0.01 -0.01 0.02
C -0.44216 -5.42005 4.16177 0.01 0.00 0.00
C -1.53228 -5.06649 3.37824 -0.02 0.01 -0.01
C -1.63823 -3.77855 2.87735 0.00 -0.01 -0.01
H 1.12327 -0.66201 3.22173 0.01 0.00 0.00
H -0.17626 -0.48228 4.36281 -0.02 0.00 0.00
H -0.20708 1.75755 4.87416 0.00 0.00 -0.01
H -0.52153 4.12308 4.13740 0.00 0.00 0.00
H -0.66148 4.59580 1.69203 0.00 0.00 -0.01
H -0.50261 3.90241 -0.47520 -0.01 0.00 -0.02
H -1.59151 2.53688 -0.59485 0.00 -0.03 0.00
H -0.75841 0.55454 -3.24456 0.00 0.01 0.00
H -1.38776 1.21276 -5.54276 0.00 0.01 0.01
H -1.02073 3.53890 -6.31342 0.00 0.00 0.01
H 0.00047 5.19043 -4.77451 0.00 -0.01 0.00
H 0.65632 4.51496 -2.49889 0.00 0.00 0.00
H 2.39789 0.76849 -2.38647 -0.01 -0.01 0.01
H 4.81301 1.10217 -2.08413 0.00 0.00 0.00
H 5.64343 2.90148 -0.59041 -0.01 0.00 0.00
H 4.02613 4.36327 0.57557 -0.01 -0.02 -0.01
H 1.61737 4.02381 0.28808 0.04 -0.02 -0.03
H -2.43104 -1.07859 4.60238 -0.01 0.00 -0.01
H -4.74207 -0.23660 4.62055 0.00 0.00 0.00
H -5.87136 0.33962 2.48917 0.00 0.00 0.00
H -4.65576 0.05278 0.35057 0.00 0.00 0.01
H -2.34353 -0.78137 0.34041 0.00 -0.01 0.00
H 1.23404 -2.48530 4.13560 0.00 0.00 -0.01
H 1.40253 -4.74184 5.02770 -0.01 0.00 -0.01
H -0.35749 -6.42513 4.55699 0.00 0.00 0.00
H -2.30228 -5.79499 3.15462 0.00 0.00 0.00
H -2.48971 -3.51073 2.26324 0.01 0.00 0.00
O 1.97167 -1.67259 -1.01635 0.15 0.07 -0.24
N 1.80481 -2.18674 -2.25358 0.15 -0.15 -0.05
N 0.48796 -2.22383 -2.49941 -0.07 0.04 -0.03
O -0.35022 -1.90570 -1.48564 -0.02 0.07 0.12
C -0.02580 -2.67729 -3.68896 -0.03 -0.01 -0.09
C -1.41408 -2.72510 -3.88155 0.05 0.01 0.07
C -1.92127 -3.16179 -5.09187 0.01 -0.01 -0.03
C -1.07830 -3.55573 -6.12478 -0.02 0.00 -0.02
C 0.29747 -3.50783 -5.92473 -0.02 0.00 0.00
C 0.83423 -3.07688 -4.72649 -0.01 0.03 0.06
H -2.06525 -2.42245 -3.07498 0.00 0.00 0.00
H -2.99556 -3.19585 -5.22854 0.00 0.00 0.00
H -1.48529 -3.89608 -7.06827 0.00 0.00 0.01
H 0.96845 -3.81371 -6.71871 0.00 0.00 0.00
H 1.90198 -3.04052 -4.57145 0.00 0.00 0.01
Cl 3.49558 -0.70898 4.44236 -0.06 -0.02 -0.03
C 4.02975 0.95273 2.49744 0.10 0.06 0.06
Cl 3.65979 2.43044 3.27719 -0.04 0.03 0.01
Cl 5.66961 0.62947 2.13901 -0.01 -0.01 0.02
C 3.06252 0.40886 1.65985 0.03 -0.09 -0.08
N 2.24425 -0.05863 0.99612 -0.06 0.04 -0.02
```
Positions in Å, forces in eV/Å.

Its LUMO energy (spin up / spin down) is 2.4 / 1.5 eV. The maximum force comes out at 0.4 eV/A. The total energy is -117872.0134 eV. Its energy relative to the best compared isomer or geometry (same formula, charge and spin) is 20.09 kcal/mol. The spin multiplicity is 3. Its net charge is -1.

Löwdin atomic charge list, values in e, 6 entries:
1. Ti 1.118
2. O -0.223
3. C -0.413
4. C -0.082
5. C -0.237
6. C -0.011

This record from the Open Molecules 2025 dataset describes C41H32Cl4N4O6V as an isolated structure. The level of theory is wB97M-V/def2-TZVPD.

XYZ file:
```
88
Properties=species:S:1:pos:R:3:forces:R:3
V 1.47601 -0.71853 -0.28118 2.10 -0.71 0.74
Cl 3.59243 5.59569 -1.32480 0.00 0.00 0.00
C 3.45629 3.96484 -0.74544 0.01 -0.02 0.02
C 4.45085 3.42174 0.05253 0.00 0.02 -0.01
Cl 5.84450 4.36549 0.47894 0.00 0.01 0.01
C 4.34275 2.10103 0.50864 -0.08 -0.05 -0.01
Cl 5.56567 1.37602 1.49419 0.03 -0.01 0.01
C 3.23738 1.33334 0.17321 0.01 0.08 0.00
O 3.05491 0.08140 0.52705 -0.18 -0.11 -0.34
C 2.21684 1.89167 -0.63408 -0.06 -0.02 -0.11
O 1.22631 1.08339 -0.92574 -0.21 0.20 0.08
C 2.33874 3.19449 -1.09480 0.02 -0.02 0.09
Cl 1.08690 3.82567 -2.10755 -0.03 0.02 -0.01
C 4.23946 -1.98699 -3.34539 0.00 -0.08 -0.04
C 3.53051 -1.75212 -4.45999 0.01 -0.01 0.02
C 2.15328 -1.31816 -4.39284 -0.01 -0.05 0.10
C 1.66655 -1.02408 -3.14953 0.04 -0.04 -0.15
N 2.41030 -1.02467 -2.02952 -0.29 0.30 -0.19
C 3.63743 -1.80257 -1.97831 -0.07 0.11 -0.04
C 0.21281 -0.88691 -2.87942 -0.05 -0.18 -0.09
C -0.77221 -0.64585 -3.82201 0.09 0.05 0.01
C -2.10054 -0.74639 -3.43981 -0.02 0.02 -0.03
C -2.41890 -1.10383 -2.14218 -0.01 0.00 0.02
C -1.38601 -1.30003 -1.24195 0.04 0.12 -0.09
N -0.11096 -1.18606 -1.60785 -0.20 0.03 -0.02
H 5.27002 -2.32127 -3.40991 0.00 0.02 0.00
H 3.98779 -1.91185 -5.43174 0.01 0.03 0.00
H 1.53108 -1.27358 -5.27364 -0.03 -0.09 0.01
H 4.34500 -1.28701 -1.31559 0.01 -0.03 0.02
H -0.49235 -0.37419 -4.82985 -0.01 0.00 -0.01
H -2.88712 -0.53595 -4.15451 0.00 -0.01 0.00
H -3.44304 -1.16934 -1.80382 -0.01 0.01 -0.01
H -1.56699 -1.51233 -0.19937 -0.01 0.04 0.01
C -0.65741 2.23024 3.85716 -0.05 0.02 -0.07
C 0.03160 1.14792 3.05144 0.14 0.00 0.08
O 0.98568 1.42345 2.36073 -0.03 0.02 -0.04
C -0.42937 -0.26311 3.23285 -0.03 -0.12 0.08
C -1.13769 -0.62240 4.37851 0.05 0.06 -0.04
C -1.53727 -1.92442 4.62060 0.00 -0.02 0.04
C -1.24645 -2.90831 3.68343 -0.01 -0.02 0.01
C -0.56102 -2.58462 2.52978 0.09 0.05 0.02
C -0.13144 -1.27135 2.29962 -0.14 -0.08 -0.13
O 0.53129 -1.01990 1.18668 -0.59 0.31 0.17
H -0.45376 3.17727 3.36203 0.03 0.02 0.02
H -0.22108 2.26049 4.86116 -0.02 -0.01 -0.01
H -1.73086 2.06920 3.91238 -0.03 -0.03 -0.03
H -1.37703 0.14398 5.10336 -0.03 0.02 -0.02
H -2.07308 -2.16901 5.52948 -0.01 0.00 -0.01
H -1.55051 -3.93438 3.85604 -0.01 0.00 0.00
H -0.30261 -3.33110 1.78895 0.00 0.00 -0.01
C -7.09859 3.32392 -2.53065 -0.02 0.01 -0.02
C -6.02586 2.78753 -1.61748 0.02 0.00 0.01
C -4.83685 3.47963 -1.42403 0.01 0.00 0.00
C -3.83602 2.99743 -0.58352 0.01 -0.04 -0.01
C -2.53679 3.73892 -0.42256 0.00 0.01 0.00
C -4.04168 1.79845 0.10213 0.00 0.00 -0.03
C -5.23050 1.08834 -0.07829 0.00 0.02 0.02
C -5.44155 -0.21564 0.64625 -0.02 -0.01 0.00
C -6.20336 1.58675 -0.93928 0.00 0.00 0.00
C -2.93964 1.24276 1.00868 -0.08 0.01 -0.17
O -3.15923 1.27977 2.23849 -0.02 0.01 0.02
O -1.94445 0.80658 0.39353 -0.02 -0.04 0.29
H -6.75681 4.22191 -3.04782 0.00 0.00 0.00
H -8.00469 3.58505 -1.97678 0.00 0.00 0.01
H -7.38373 2.59063 -3.28940 0.00 -0.01 0.01
H -4.67528 4.41725 -1.94999 0.00 -0.01 0.00
H -2.52866 4.65594 -1.01456 0.00 0.00 0.01
H -1.69718 3.10954 -0.72111 -0.01 -0.01 -0.01
H -2.36658 3.99855 0.62519 -0.01 0.00 0.00
H -4.81187 -1.00447 0.22349 0.01 0.01 0.01
H -6.48227 -0.54011 0.57866 0.01 0.00 -0.01
H -5.15465 -0.11550 1.69299 0.00 0.01 0.00
H -7.12435 1.02450 -1.07856 0.00 0.01 0.00
N 4.19043 -3.95827 -0.69756 -0.01 -0.13 0.04
C 3.15678 -3.04909 -1.20339 0.09 0.01 0.09
N 2.50022 -2.50463 -0.01265 -0.39 0.25 -0.23
C 3.35260 -2.75024 1.04227 0.09 0.00 0.05
C 3.32617 -2.27652 2.34834 -0.02 -0.03 -0.05
C 4.30643 -2.71066 3.24473 0.02 -0.01 0.01
C 5.30994 -3.58338 2.85760 -0.03 0.00 0.01
C 5.36122 -4.04670 1.53407 0.03 0.01 -0.03
C 4.39690 -3.61723 0.65341 -0.09 0.03 -0.07
H 5.01181 -4.04782 -1.27768 0.02 0.09 0.04
H 2.44740 -3.58754 -1.84552 0.01 -0.02 0.01
H 2.59010 -1.54586 2.65209 -0.03 -0.01 -0.01
H 4.28714 -2.33227 4.26058 0.01 -0.01 0.00
H 6.06127 -3.90325 3.57013 0.01 0.01 -0.01
H 6.14748 -4.72125 1.21029 -0.01 0.00 0.00
```
Positions in Å, forces in eV/Å.

Its LUMO energy (spin up / spin down) is 4.1 / 4.1 eV. The maximum force comes out at 2.3 eV/A. The total energy is -137064.9315 eV. Its energy relative to the best compared isomer or geometry (same formula, charge and spin) is 0.00 kcal/mol. The spin multiplicity is 2. Its net charge is -2.

Löwdin atomic charge list, values in e, 6 entries:
1. V 1.118
2. Cl 0.603
3. C -0.713
4. C -0.713
5. Cl 0.601
6. C -0.606